This record from OMol25 describes C29H22N7OPRhS4 as an isolated structure. The level of theory is the ωB97M-V functional and the def2-TZVPD basis.

Properties
* highest occupied orbital energy: -10.8 eV
* LUMO: -0.133 Eh
* charge: +1
* orbital gap: 7.188 eV
* energy relative to the best compared isomer or geometry (same formula, charge and spin): 26.7 kJ/mol

Atoms and positions in Å:
1 Rh -0.7083 0.2651 -1.2765
2 O -3.5057 1.2780 -1.4233
3 N -2.4978 1.0377 -0.4963
4 C -2.6621 1.8111 0.5066
5 C -1.9166 1.8660 1.7605
6 C -2.4250 2.7601 2.7055
7 C -1.9000 2.8196 3.9837
8 C -0.8677 1.9647 4.3383
9 C -0.3524 1.0769 3.4048
10 C -0.8550 1.0279 2.1099
11 P -0.1137 -0.1536 0.9417
12 C 1.6528 0.0105 1.3186
13 C 2.3782 -0.8897 2.0961
14 C 3.7082 -0.6296 2.3981
15 C 4.3137 0.5330 1.9442
16 C 3.5878 1.4443 1.1883
17 C 2.2647 1.1821 0.8736
18 C -0.7072 -1.7485 1.5564
19 C -0.0203 -2.9357 1.3011
20 C -0.5532 -4.1504 1.7022
21 C -1.7827 -4.1943 2.3435
22 C -2.4826 -3.0205 2.5812
23 C -1.9504 -1.8024 2.1884
24 H -3.3420 0.6156 -2.1350
25 H -3.5224 2.4731 0.4438
26 H -3.2503 3.4058 2.4318
27 H -2.3021 3.5206 4.7019
28 H -0.4611 1.9864 5.3404
29 H 0.4602 0.4201 3.6887
30 H 1.9114 -1.7857 2.4805
31 H 4.2673 -1.3342 2.9992
32 H 5.3484 0.7343 2.1882
33 H 4.0521 2.3593 0.8440
34 H 1.6979 1.9016 0.2920
35 H 0.9266 -2.9152 0.7786
36 H -0.0118 -5.0653 1.5020
37 H -2.1983 -5.1442 2.6519
38 H -3.4460 -3.0513 3.0721
39 H -2.5099 -0.8957 2.3804
40 N 1.5545 -2.5559 -1.6114
41 C 1.9711 -1.3070 -1.8768
42 N 1.2116 -0.2263 -1.9580
43 C 2.0023 0.8982 -2.2279
44 C 3.3187 0.6689 -2.3460
45 S 3.6502 -1.0039 -2.1368
46 C 1.3242 2.1804 -2.3454
47 C 1.7820 3.3103 -2.9141
48 S 0.5410 4.5037 -2.9307
49 C -0.5462 3.3794 -2.1978
50 N 0.0096 2.2266 -1.8991
51 N -1.8395 3.7024 -1.9836
52 H 0.5614 -2.7556 -1.6934
53 H 2.1870 -3.3163 -1.7999
54 H 4.1024 1.3833 -2.5293
55 H 2.7435 3.4949 -3.3609
56 H -2.1920 4.5452 -2.4034
57 H -2.5093 2.9547 -1.8556
58 S -1.4844 -1.8922 -1.4926
59 C -1.5134 -1.5854 -3.2175
60 S -1.7134 0.1305 -3.4876
61 C -1.2804 -2.5449 -4.1517
62 C -0.9246 -3.8589 -3.7114
63 N -0.5789 -4.8997 -3.3622
64 C -1.2912 -2.2404 -5.5486
65 N -1.3108 -1.9691 -6.6653



This record from OMol25 describes an isolated ion of composition C5H12NO and charge +1 in a non-equilibrium geometry. The level of theory is the ωB97M-V functional and the def2-TZVPD basis.

Properties
* highest occupied orbital energy: -14.3 eV
* SMILES string: C[NH2+]C[C@]1(C)CO1
* LUMO: -0.133 Eh
* charge: +1
* orbital gap: 10.688 eV
* energy relative to the best compared isomer or geometry (same formula, charge and spin): 265.5 kJ/mol

Atoms and positions in Å:
1 C -2.4750 -0.2562 0.3236
2 N -1.2675 -0.2324 -0.3859
3 C -0.1858 -0.6495 0.4952
4 C 1.1609 -0.0245 0.0302
5 C 1.2486 1.4843 0.0787
6 C 2.1653 -0.7589 -0.8247
7 O 2.2625 -0.7158 0.5706
8 H -2.4491 0.3388 1.3095
9 H -3.2459 0.2214 -0.3663
10 H -2.7903 -1.3480 0.4088
11 H -1.4461 -0.6883 -1.2813
12 H -1.1515 0.8066 -0.6686
13 H -0.5880 -0.2165 1.4698
14 H 0.0479 -1.7258 0.8514
15 H 0.3205 1.9836 0.5519
16 H 1.4721 1.9858 -0.8448
17 H 2.0585 1.8078 0.8052
18 H 1.9482 -1.8404 -1.1443
19 H 2.9148 -0.1720 -1.3792



This record from OMol25 describes C4H8N3 as an isolated structure in a non-equilibrium geometry. The level of theory is the ωB97M-V functional and the def2-TZVPD basis.

Properties
* multiplicity: 3
* highest occupied orbital energy (spin up / spin down): -13.0 / -13.3 eV
* expectation value of S²: 2.0250
* LUMO (spin up / spin down): -0.181 / -0.301 Eh
* charge: +1
* orbital gap (spin up / spin down): 8.126 / 5.163 eV
* energy relative to the best compared isomer or geometry (same formula, charge and spin): 345.8 kJ/mol

Atoms and positions in Å:
1 C -3.4696 0.0469 -0.4238
2 C 2.1470 -0.3054 0.4790
3 C 1.3221 0.9497 0.4888
4 C 1.0917 -0.7897 -0.5323
5 N -1.6200 -0.1344 0.9627
6 N -2.4598 0.0963 0.3099
7 N 0.3892 0.3951 -0.3816
8 H -3.8488 0.9433 -0.8892
9 H -3.6468 -0.8692 -0.8789
10 H 3.0702 -0.2181 -0.0035
11 H 2.3568 -1.0220 1.3449
12 H 1.0303 1.4469 1.4348
13 H 1.7283 1.9241 0.0317
14 H 1.3696 -0.7000 -1.6138
15 H 0.5399 -1.7634 -0.3287



This record from OMol25 describes an isolated molecule of C5H5NO in a non-equilibrium geometry. The level of theory is the ωB97M-V functional and the def2-TZVPD basis.

Properties
* highest occupied orbital energy: -11.1 eV
* LUMO: -0.043 Eh
* orbital gap: 9.979 eV
* energy relative to the best compared isomer or geometry (same formula, charge and spin): 444.6 kJ/mol

Atoms and positions in Å:
1 O 0.4070 0.0506 2.0027
2 C -0.6164 -0.0620 1.0586
3 C -0.1719 0.4402 -0.3524
4 C 1.3915 -1.2669 -0.5904
5 C 1.2399 0.0007 -0.8251
6 C -1.2083 0.1141 -1.3407
7 N -2.0534 -0.1665 -2.0792
8 H 1.0621 -0.6320 1.7956
9 H -1.0221 -1.0825 0.9991
10 H -1.4242 0.5978 1.3881
11 H -0.0947 1.5252 -0.2886
12 H 1.9252 0.7371 -1.2462



This record from OMol25 describes an isolated molecule of C4H5NO. The level of theory is the ωB97M-V functional and the def2-TZVPD basis.

Properties
* highest occupied orbital energy (spin up / spin down): -8.8 / -8.8 eV
* LUMO (spin up / spin down): -0.021 / -0.021 Eh
* orbital gap (spin up / spin down): 8.268 / 8.268 eV
* energy relative to the best compared isomer or geometry (same formula, charge and spin): 386.6 kJ/mol

Atoms and positions in Å:
1 C -1.6138 -0.4214 -0.0366
2 C -0.5433 0.4904 0.2958
3 C 0.4286 1.1738 0.7660
4 N 1.5203 0.2844 0.6267
5 C 1.7154 -0.3892 -0.5226
6 O 0.9083 -0.6263 -1.4220
7 H -1.7214 -1.2046 0.7215
8 H -2.5446 0.1626 -0.0547
9 H -1.4393 -0.8616 -1.0210
10 H 0.5350 2.1470 1.2324
11 H 2.7548 -0.7552 -0.5855



This record from OMol25 describes a 8-piece molecular cluster, C32H80O16 overall in a non-equilibrium geometry. The level of theory is the ωB97M-V functional and the def2-TZVPD basis.

Properties
* highest occupied orbital energy: -9.6 eV
* SMILES string: COCCOC.COCCOC.COCCOC.COCCOC.COCCOC.COCCOC.COCCOC.COCCOC
* LUMO: 0.007 Eh
* orbital gap: 9.778 eV
* energy relative to the best compared isomer or geometry (same formula, charge and spin): 491.4 kJ/mol

Atoms and positions in Å:
1 C -1.9487 -6.9239 -8.6417
2 O -2.8660 -7.1277 -7.5576
3 C -2.2538 -6.8565 -6.3386
4 C -3.2684 -7.2028 -5.2084
5 O -3.7691 -8.5326 -5.1749
6 C -4.8178 -8.7124 -4.1863
7 H -1.1878 -7.7034 -8.6807
8 H -1.4981 -5.9316 -8.6217
9 H -2.5478 -6.8566 -9.5498
10 H -1.9658 -5.8075 -6.2706
11 H -1.3653 -7.4820 -6.2528
12 H -4.1144 -6.5452 -5.4083
13 H -2.9247 -6.9947 -4.1952
14 H -4.6822 -9.7128 -3.7752
15 H -5.8383 -8.7112 -4.5693
16 H -4.8190 -8.0232 -3.3419
17 C -0.7464 -2.8801 -0.5314
18 O -0.7222 -1.5301 -0.9081
19 C -1.0566 -0.6204 0.1149
20 C -1.7401 0.7395 -0.3129
21 O -3.0941 0.7328 -0.7441
22 C -3.4635 2.0696 -1.2217
23 H -1.6987 -3.1075 -0.0522
24 H 0.1133 -3.1713 0.0721
25 H -0.8243 -3.4546 -1.4544
26 H -0.0798 -0.4098 0.5502
27 H -1.7197 -1.1332 0.8117
28 H -1.1824 1.0105 -1.2094
29 H -1.5763 1.5144 0.4358
30 H -3.2225 2.8505 -0.5004
31 H -4.5504 2.1071 -1.2952
32 H -3.1681 2.4644 -2.1938
33 C -0.8756 1.9393 -7.5351
34 O 0.0327 1.1395 -8.3609
35 C 0.4614 -0.0756 -7.7590
36 C 1.4417 -0.7793 -8.6562
37 O 1.0615 -1.0544 -10.0546
38 C 1.2154 0.0418 -10.9306
39 H -1.6161 1.3621 -6.9814
40 H -1.3746 2.7157 -8.1150
41 H -0.3125 2.5253 -6.8086
42 H -0.4007 -0.7423 -7.7809
43 H 0.6174 0.0050 -6.6832
44 H 1.5933 -1.7803 -8.2524
45 H 2.3622 -0.2027 -8.5660
46 H 2.0085 0.7567 -10.7114
47 H 0.3489 0.7030 -10.9203
48 H 1.3371 -0.2206 -11.9815
49 C 5.5059 -1.5757 -1.5922
50 O 6.3706 -0.5404 -1.2099
51 C 5.6192 0.4843 -0.4724
52 C 6.5209 1.6081 -0.0672
53 O 7.6458 1.1540 0.6978
54 C 8.1259 2.0813 1.6303
55 H 6.2056 -2.2865 -2.0317
56 H 5.0288 -1.1558 -2.4777
57 H 4.8673 -2.0236 -0.8309
58 H 5.0691 0.1295 0.3991
59 H 4.8359 0.9317 -1.0843
60 H 5.9169 2.2856 0.5362
61 H 6.8817 2.1992 -0.9089
62 H 7.3341 2.2045 2.3692
63 H 8.5538 2.9978 1.2241
64 H 8.9535 1.6369 2.1832
65 C 1.2386 -9.1321 2.4337
66 O 0.9250 -7.8172 2.7596
67 C 1.2240 -7.5217 4.1063
68 C 0.7074 -6.1028 4.4654
69 O 1.0691 -5.7179 5.7689
70 C 0.3964 -6.4119 6.7732
71 H 2.3059 -9.3507 2.4681
72 H 0.9848 -9.1844 1.3749
73 H 0.6950 -9.8622 3.0333
74 H 2.3124 -7.5181 4.1650
75 H 0.6665 -8.2249 4.7251
76 H -0.3661 -5.9200 4.4169
77 H 1.2790 -5.4919 3.7667
78 H 0.6515 -7.4653 6.6576
79 H -0.6656 -6.2563 6.5834
80 H 0.6422 -6.1209 7.7945
81 C 2.7813 5.8299 -1.3404
82 O 3.4676 6.0800 -0.1284
83 C 3.8058 7.4085 0.1696
84 C 4.9557 7.3716 1.1457
85 O 6.2115 7.0026 0.5629
86 C 6.8467 7.9601 -0.2331
87 H 2.7210 4.7709 -1.5918
88 H 3.2546 6.3226 -2.1898
89 H 1.7235 6.0130 -1.1520
90 H 2.9769 8.0086 0.5449
91 H 4.1693 7.8894 -0.7385
92 H 4.7704 6.7395 2.0141
93 H 5.1027 8.3356 1.6328
94 H 6.3719 8.0009 -1.2134
95 H 7.7948 7.5173 -0.5383
96 H 6.8130 8.9526 0.2162
97 C -5.1434 -3.1159 8.7494
98 O -5.1100 -3.0896 7.3819
99 C -6.2803 -3.4755 6.7461
100 C -6.1442 -3.2788 5.1669
101 O -6.6433 -2.0267 4.7446
102 C -6.8839 -1.9637 3.3628
103 H -5.1009 -4.1926 8.9138
104 H -5.9138 -2.5677 9.2916
105 H -4.2528 -2.6877 9.2094
106 H -7.1944 -2.9472 7.0167
107 H -6.5251 -4.5260 6.9031
108 H -6.5642 -4.1498 4.6639
109 H -5.0792 -3.3851 4.9604
110 H -6.0007 -1.9430 2.7242
111 H -7.4903 -1.0656 3.2459
112 H -7.4231 -2.7749 2.8736
113 C -0.7980 10.9780 7.9327
114 O -0.6476 10.0188 6.9752
115 C -1.8112 9.8422 6.0698
116 C -1.2447 9.3606 4.6874
117 O -2.2279 9.2598 3.6682
118 C -1.8862 8.8644 2.2728
119 H -1.6348 10.8267 8.6146
120 H -0.8592 11.9505 7.4442
121 H 0.1431 11.1196 8.4642
122 H -2.4884 10.6924 5.9886
123 H -2.4330 9.0533 6.4929
124 H -0.8262 8.3688 4.8585
125 H -0.4774 10.0129 4.2704
126 H -1.7706 7.7829 2.3437
127 H -1.0932 9.4571 1.8166
128 H -2.7649 8.9755 1.6375



This record from OMol25 describes an isolated molecule of C4H6N2O. The level of theory is the ωB97M-V functional and the def2-TZVPD basis.

Properties
* highest occupied orbital energy: -8.4 eV
* SMILES string: [H]/N=C/C(N)=C=CO
* LUMO: 0.024 Eh
* orbital gap: 9.093 eV
* energy relative to the best compared isomer or geometry (same formula, charge and spin): 292.0 kJ/mol

Atoms and positions in Å:
1 H -0.1073 2.8406 -1.3756
2 N -0.2460 2.0153 -0.7926
3 C 0.6371 1.1390 -1.0460
4 C 0.6639 -0.1674 -0.3306
5 N 1.7898 -0.9708 -0.5966
6 C -0.3557 -0.5235 0.4218
7 C -1.5013 -0.8050 0.9804
8 O -1.8646 -0.3930 2.2329
9 H 1.4424 1.2772 -1.7832
10 H 2.6695 -0.4689 -0.6014
11 H 1.8437 -1.7742 0.0162
12 H -2.2333 -1.4178 0.4515
13 H -2.7383 -0.7517 2.4231